Record 1
One molecule with the formula C6H8N2 in a non-equilibrium geometry. Source: the Open Molecules 2025 dataset; level of theory: wB97M-V/def2-TZVPD.

Each line ends with the Löwdin charge.
Atoms and positions in Å:
C -1.724 -0.790 0.128  -0.025
C 1.157 1.233 0.932  -0.090
C -0.763 0.293 -0.293  -0.372
N 0.896 2.424 0.480  0.051
C 1.855 -2.178 -0.125  0.030
N -1.071 1.307 -0.999  0.120
C 0.671 0.122 0.111  -0.260
C 1.257 -1.045 0.054  -0.060
H 0.292 2.579 -0.345  0.078
H 1.189 3.239 1.006  0.092
H -2.063 1.360 -1.234  0.067
H -2.413 -1.022 -0.687  0.082
H -1.208 -1.711 0.390  0.070
H -2.307 -0.452 0.979  0.086
H 1.764 -2.980 0.597  0.065
H 2.469 -2.380 -0.994  0.064

E_tot	-342.79908	a.u.
LUMO	0.63	eV
net charge	0
orbital gap	8.2	eV
energy above the lowest of the compared OMol25 structures with the same formula, charge and spin	3.670	eV

=====

Record 2
One molecule with the formula C7H10O in a non-equilibrium geometry. Source: the Open Molecules 2025 dataset; level of theory: wB97M-V/def2-TZVPD.

Each line ends with the Löwdin charge.
Atoms and positions in Å:
C -2.167 -0.755 1.126  -0.015
C -0.945 -1.186 1.452  -0.127
C 0.213 -0.956 0.419  -0.291
C 1.380 -0.780 1.039  0.037
C -0.127 -0.776 -1.037  -0.168
C -0.468 0.679 -1.176  -0.169
C 0.690 1.683 -1.220  -0.236
O 1.535 1.890 -0.388  0.055
H -2.909 -1.086 1.932  0.078
H -2.438 -0.306 0.148  0.061
H -0.704 -1.610 2.421  0.095
H 2.350 -0.583 0.568  0.068
H 1.544 -0.695 2.094  0.059
H 0.706 -1.127 -1.677  0.134
H -0.859 -1.427 -1.397  0.091
H -1.046 1.109 -0.411  0.086
H -1.121 0.827 -2.101  0.137
H 0.747 2.329 -2.086  0.105

E_tot	-347.86463	a.u.
LUMO	0.90	eV
net charge	0
orbital gap	9.7	eV
SMILES string	C=CC(=C)CCC=O
energy above the lowest of the compared OMol25 structures with the same formula, charge and spin	2.682	eV

=====

Record 3
A 7-piece molecular cluster, C38H94Br2N6 overall in a non-equilibrium geometry. Source: the Open Molecules 2025 dataset; level of theory: wB97M-V/def2-TZVPD.

Each line ends with the Löwdin charge.
Atoms and positions in Å:
C 3.129 4.092 -0.658  -0.099
C 3.752 5.455 -0.665  -0.251
N 5.113 5.414 -1.216  -0.189
C 5.999 4.765 -0.240  -0.243
C 7.488 4.896 -0.649  -0.096
C 5.200 4.992 -2.584  -0.274
C 4.416 5.909 -3.536  -0.082
H 3.840 3.360 -0.273  0.048
H 2.895 3.731 -1.660  0.067
H 2.137 4.140 -0.211  0.075
H 3.069 6.094 -1.224  0.106
H 3.698 5.841 0.353  0.113
H 5.956 5.211 0.753  0.116
H 5.814 3.692 -0.183  0.086
H 8.101 4.814 0.249  0.063
H 7.813 4.134 -1.358  0.067
H 7.754 5.897 -0.989  0.074
H 4.920 3.951 -2.745  0.111
H 6.235 5.121 -2.901  0.105
H 4.873 5.738 -4.511  0.069
H 4.474 6.955 -3.234  0.080
H 3.371 5.611 -3.616  0.064
C -1.597 -1.616 6.138  -0.079
C -1.497 -0.230 6.748  -0.284
N -2.715 0.541 6.560  -0.202
C -2.693 1.632 7.527  -0.237
C -3.181 0.899 8.838  -0.080
C -2.815 1.105 5.158  -0.265
C -4.300 1.458 4.836  -0.071
H -1.521 -1.635 5.051  0.042
H -2.561 -2.054 6.393  0.083
H -0.743 -2.237 6.411  0.072
H -1.315 -0.461 7.797  0.097
H -0.605 0.344 6.497  0.117
H -1.696 2.056 7.648  0.107
H -3.378 2.432 7.247  0.102
H -3.450 1.579 9.647  0.059
H -4.092 0.394 8.517  0.069
H -2.582 0.100 9.274  0.056
H -2.567 0.284 4.485  0.049
H -2.139 1.954 5.057  0.084
H -4.356 1.877 3.831  0.065
H -4.599 2.130 5.641  0.052
H -4.955 0.601 4.990  0.066
C 2.264 -1.840 -5.292  -0.062
C 1.329 -2.576 -4.246  -0.238
N 0.264 -3.434 -4.875  -0.161
C -0.862 -3.711 -3.972  -0.283
C -2.037 -4.338 -4.693  -0.085
C 0.788 -4.624 -5.609  -0.247
C 1.348 -5.771 -4.756  -0.084
H 2.735 -2.663 -5.830  0.054
H 3.094 -1.391 -4.747  0.057
H 1.685 -1.069 -5.801  0.070
H 2.024 -3.131 -3.616  0.096
H 0.858 -1.884 -3.548  0.024
H -0.530 -4.306 -3.121  0.092
H -1.211 -2.773 -3.538  0.095
H -2.885 -4.487 -4.024  0.067
H -2.249 -3.600 -5.467  0.080
H -1.834 -5.301 -5.160  0.065
H 1.597 -4.397 -6.304  0.095
H 0.046 -5.018 -6.304  0.096
H 2.371 -5.513 -4.481  0.064
H 1.353 -6.663 -5.383  0.072
H 0.765 -5.923 -3.847  0.062
C -3.530 -4.757 0.880  -0.081
C -3.267 -3.423 0.146  -0.228
N -2.432 -2.465 0.920  -0.171
C -2.967 -2.127 2.244  -0.251
C -4.475 -1.640 2.222  -0.054
C -1.043 -2.997 1.171  -0.246
C -0.307 -3.068 -0.139  -0.087
H -4.119 -4.635 1.789  0.064
H -2.676 -5.393 1.115  0.066
H -4.165 -5.360 0.230  0.070
H -3.076 -3.607 -0.911  0.103
H -4.211 -2.887 0.045  0.092
H -2.390 -1.320 2.696  0.063
H -2.751 -2.932 2.947  0.103
H -5.152 -2.466 2.004  0.056
H -4.625 -0.820 1.520  0.064
H -4.842 -1.302 3.192  0.056
H -0.566 -2.350 1.907  0.095
H -1.077 -3.973 1.657  0.102
H -0.779 -2.469 -0.917  0.048
H 0.694 -2.646 -0.049  0.054
H -0.252 -4.102 -0.478  0.074
C 4.653 2.027 2.458  -0.107
C 4.860 0.841 1.545  -0.276
N 3.697 -0.031 1.516  -0.163
C 3.686 -0.952 0.315  -0.227
C 3.810 -0.357 -1.081  -0.115
C 3.613 -0.755 2.808  -0.242
C 2.235 -1.334 2.997  -0.089
H 5.491 2.683 2.220  0.063
H 4.675 1.936 3.544  0.065
H 3.727 2.562 2.249  0.076
H 4.962 1.397 0.613  0.090
H 5.787 0.347 1.836  0.121
H 4.459 -1.711 0.442  0.112
H 2.728 -1.456 0.189  0.077
H 3.215 -0.983 -1.747  0.042
H 3.348 0.629 -1.138  0.043
H 4.858 -0.334 -1.377  0.072
H 3.785 -0.048 3.619  0.105
H 4.382 -1.528 2.822  0.111
H 1.693 -1.716 2.132  0.042
H 1.560 -0.572 3.387  0.068
H 2.249 -2.166 3.701  0.075
C -4.591 2.333 -0.776  -0.077
C -4.576 2.166 -2.324  -0.260
N -3.425 1.451 -2.897  -0.178
C -3.640 -0.006 -2.573  -0.223
C -4.817 -0.660 -3.335  -0.075
C -3.275 1.762 -4.326  -0.256
C -1.971 1.136 -4.831  -0.098
H -5.444 2.945 -0.484  0.070
H -3.727 2.885 -0.407  0.066
H -4.621 1.373 -0.261  0.047
H -5.525 1.736 -2.643  0.099
H -4.636 3.199 -2.667  0.107
H -2.822 -0.606 -2.971  0.082
H -3.673 0.056 -1.485  0.090
H -5.767 -0.426 -2.855  0.066
H -4.827 -0.444 -4.403  0.067
H -4.663 -1.739 -3.310  0.063
H -3.168 2.846 -4.362  0.115
H -4.118 1.405 -4.918  0.100
H -1.093 1.507 -4.302  0.028
H -1.796 1.688 -5.754  0.069
H -2.010 0.049 -4.903  0.067
Br 0.376 0.382 -1.996  0.745
C -0.757 0.498 -0.411  -0.634
C 0.012 1.204 0.698  -0.618
Br -1.191 1.642 2.242  0.651
H -1.159 -0.479 -0.143  0.028
H -1.573 1.042 -0.887  0.018
H 0.547 2.081 0.333  0.037
H 0.865 0.678 1.128  0.029

E_tot	-6980.61684	a.u.
LUMO	0.64	eV
net charge	0
orbital gap	8.8	eV
SMILES string	CCN(CC)CC.CCN(CC)CC.CCN(CC)CC.CCN(CC)CC.CCN(CC)CC.CCN(CC)CC.BrCCBr
energy above the lowest of the compared OMol25 structures with the same formula, charge and spin	0.678	eV

=====

Record 4
C18H22Cl2O2Pd as an isolated structure in a non-equilibrium geometry. Source: the Open Molecules 2025 dataset; level of theory: wB97M-V/def2-TZVPD.

Each line ends with the Löwdin charge.
Atoms and positions in Å:
C -0.461 0.912 -2.868  -0.324
C -1.316 -0.104 -2.297  -0.309
C -0.514 -1.266 -2.047  -0.308
C -2.759 0.007 -1.981  -0.074
C 0.836 -0.974 -2.438  -0.299
C 0.874 0.377 -2.949  -0.311
C 2.067 1.102 -3.444  -0.064
C -0.854 2.284 -3.269  -0.090
C -1.011 -2.530 -1.449  -0.065
C 1.987 -1.898 -2.297  -0.070
Pd 0.268 0.480 -0.786  0.729
Cl -2.333 -0.997 1.781  0.574
Cl -0.847 2.373 0.209  -0.115
O 1.460 -0.836 1.259  -0.118
H -3.122 1.013 -2.200  0.060
H -2.958 -0.205 -0.921  0.045
H -3.341 -0.707 -2.576  0.071
H -1.402 -2.370 -0.434  0.038
H -0.212 -3.275 -1.407  0.068
H -1.830 -2.949 -2.051  0.072
H 1.939 -2.468 -1.359  0.074
H 2.928 -1.339 -2.313  0.067
H 2.005 -2.619 -3.127  0.071
H 2.857 0.382 -3.684  0.066
H 2.464 1.805 -2.701  0.065
H 1.802 1.672 -4.344  0.069
H -1.934 2.416 -3.161  0.061
H -0.571 2.448 -4.317  0.067
H -0.360 3.045 -2.651  0.057
H 2.390 1.091 0.419  0.052
O 2.009 1.628 -0.308  -0.196
H 1.419 2.310 0.112  -0.031
C 0.291 -0.449 1.142  -0.467
C -0.729 -0.480 2.137  -0.625
C -0.433 -0.229 3.527  -0.261
C -1.382 0.383 4.392  -0.078
C -1.082 0.597 5.733  -0.235
C 0.153 0.178 6.258  -0.265
C 1.085 -0.452 5.422  -0.216
C 0.805 -0.635 4.080  -0.053
H -2.338 0.725 3.984  0.081
H -1.809 1.099 6.378  0.037
H 0.384 0.349 7.306  0.014
H 2.043 -0.786 5.817  0.046
H 1.532 -1.109 3.425  0.091

E_tot	-1897.69654	a.u.
LUMO (alpha / beta)	4.94 / 4.71	eV
spin multiplicity	5
net charge	-2
orbital gap (alpha / beta)	1.8 / 5.9	eV
energy above the lowest of the compared OMol25 structures with the same formula, charge and spin	0.000	eV

=====

Record 5
One molecule with the formula C4H9N3O in a non-equilibrium geometry. Source: the Open Molecules 2025 dataset; level of theory: wB97M-V/def2-TZVPD.

Each line ends with the Löwdin charge.
Atoms and positions in Å:
C -2.713 -0.418 0.501  -0.110
N -1.907 -0.715 -0.404  0.037
C -0.287 -0.685 -0.203  -0.367
C 0.215 -1.746 0.422  0.016
N 0.192 0.414 -0.804  -0.140
N -0.429 1.619 -0.484  0.048
C 1.872 0.451 -0.662  -0.150
O 2.264 0.876 0.604  -0.043
H -2.389 0.009 1.464  0.073
H -3.787 -0.503 0.337  0.062
H -0.471 -2.466 0.835  0.050
H 1.260 -2.002 0.389  0.041
H -0.037 2.035 0.360  0.087
H -0.339 2.261 -1.263  0.088
H 2.152 1.225 -1.376  0.111
H 2.289 -0.517 -0.950  0.111
H 2.115 0.163 1.237  0.086

E_tot	-397.18849	a.u.
LUMO	0.82	eV
net charge	0
orbital gap	9.2	eV
SMILES string	C=NC(=C)N(N)CO
energy above the lowest of the compared OMol25 structures with the same formula, charge and spin	4.412	eV